Molecular formula: C3H91O43Sr
Method: DFT, ωB97M-V/def2-TZVPD

Its net charge is +1. The value obtained for the energy above the lowest of the compared OMol25 structures with the same formula, charge and spin is 0.00 kJ/mol. For the HOMO-LUMO gap, the calculation gives 8.987 eV.

```
138
C3H91O43Sr (ωB97M-V/def2-TZVPD)
Sr -2.46144 -2.04351 -1.33830
C -0.66037 0.20763 0.89642
C -0.20788 0.41221 -0.52804
C 1.26354 -0.14130 -0.70018
O -1.16509 -0.05477 -1.42013
H -1.73375 0.37554 0.83229
H -0.24330 1.00100 1.51087
H -0.55779 -0.79470 1.29972
H 0.01654 1.50100 -0.63712
H 1.77127 0.08622 0.23103
H 1.65749 0.32066 -1.63768
H 1.26535 -1.19574 -0.92670
O 4.24005 -0.70322 -2.44298
H 3.66259 -0.00659 -2.79980
H 4.71676 -0.98240 -3.24231
O -2.36722 4.96991 -4.03480
H -3.25778 5.15535 -3.78981
H -1.83720 5.15673 -3.26478
O -0.90028 -3.09494 0.70375
H -1.39612 -3.62140 1.35192
H -0.06230 -3.59681 0.42148
O 0.41888 5.74581 1.66851
H 1.13947 6.35488 1.67520
H -0.05123 5.77776 2.50787
O 2.69045 -2.94157 -4.04696
H 3.18834 -3.19035 -3.25024
H 2.74054 -1.98691 -4.04586
O 6.72379 -0.48316 -0.09476
H 5.95743 -0.07703 -0.49339
H 7.44159 -0.42329 -0.72160
O -3.72604 -1.88286 0.71258
H -4.64402 -1.69644 1.06964
H -3.22977 -1.85168 1.51416
O 2.56563 -6.68251 0.91825
H 3.45752 -6.34183 0.87510
H 2.52289 -7.53226 1.26818
O 0.80450 3.63280 -2.72608
H 1.60265 3.52262 -2.15788
H 1.16729 3.55538 -3.60488
O 4.99124 -4.95413 0.36333
H 4.62725 -4.16563 -0.08211
H 5.20325 -4.65746 1.27599
O -6.06233 -0.82679 1.47987
H -6.20713 0.11395 1.38561
H -6.74755 -1.20080 2.06695
O -0.13309 0.18836 -4.18454
H -0.29231 0.09541 -3.23954
H -0.75872 0.82964 -4.51784
O -0.64563 4.98755 4.09429
H -1.57897 5.06640 4.16483
H -0.47978 4.04226 3.96903
O -3.30397 -1.71632 -3.87124
H -2.59447 -1.82338 -4.50117
H -3.89800 -0.99435 -4.27327
O 6.58109 2.65283 -1.61947
H 6.05036 2.58668 -0.82700
H 6.89524 1.75498 -1.77247
O 1.48578 -4.06612 2.71190
H 0.74557 -3.57022 2.33500
H 1.79995 -4.58672 1.94880
O -3.21755 -1.20911 3.34692
H -2.49920 -0.77069 3.82238
H -3.96576 -0.64144 3.53913
O 3.60998 2.90058 4.87663
H 4.50792 3.26587 5.11105
H 3.73067 2.44901 4.03121
O -2.08194 -3.78755 3.33742
H -2.64772 -2.98107 3.27499
H -2.64089 -4.58223 3.27784
O 0.69007 2.54423 4.26507
H -0.12726 2.35021 4.69850
H 1.36861 2.75049 4.94670
O -0.39527 -2.28790 -5.09803
H 0.32935 -2.78994 -5.48149
H -0.00794 -1.43905 -4.85357
O -4.85057 0.87418 3.91411
H -5.79325 0.88265 4.08097
H -4.67032 1.68298 3.41313
O -1.93479 2.18777 -2.44815
H -1.53427 1.35831 -2.06568
H -1.26106 2.90708 -2.40900
O -6.27250 1.83592 1.09348
H -5.41070 2.18555 0.77061
H -6.89417 2.22631 0.47197
O 3.67782 -2.51688 -0.41826
H 3.96816 -1.97460 0.37416
H 3.56301 -1.91704 -1.20087
O 4.48571 -0.67084 1.66672
H 5.39153 -0.57224 2.00010
H 3.82921 -0.73669 2.38047
O -4.44676 0.06342 -1.68184
H -5.17312 -0.06192 -1.08583
H -3.89564 0.67063 -1.14450
O -3.60908 2.27502 0.07628
H -2.85868 2.36676 -0.54040
H -3.13022 2.13927 0.94416
O 1.88381 2.94407 1.47375
H 1.40744 2.59484 2.24878
H 1.79412 3.90462 1.62009
O -4.51131 0.41948 -4.59421
H -4.69430 0.69269 -3.65747
H -3.85230 1.04582 -4.95298
O -2.24403 1.94929 -5.18842
H -1.95677 2.72477 -5.66502
H -2.24552 2.19555 -4.23994
O -2.09735 2.42838 2.95829
H -1.47535 2.88728 2.34886
H -1.77383 1.56481 3.07994
O -3.94607 -3.95661 -2.38709
H -4.21676 -3.42768 -3.16792
H -4.66900 -4.61264 -2.24295
O -1.08617 3.62695 0.73214
H -0.26670 3.22573 0.48428
H -0.74532 4.53389 0.94604
O 1.35053 -4.01980 -0.36763
H 2.02380 -3.31082 -0.48115
H 1.78963 -4.84238 -0.51177
O -0.08752 -2.00618 5.13834
H -0.46534 -2.67434 4.52892
H 0.43736 -2.59800 5.67091
O -1.75925 0.48506 5.09265
H -1.08419 -0.11971 5.44965
H -2.46762 0.51640 5.73684
O -0.85834 -3.47961 -2.61299
H -0.63622 -3.10314 -3.46491
H -0.02561 -3.87836 -2.23179
O 4.23990 1.25641 -0.14913
H 4.21336 0.65587 0.64782
H 3.50566 1.84121 0.02651
O 3.82496 2.46922 -2.73548
H 4.53283 2.08592 -2.16917
H 4.26557 2.87617 -3.49133
O 2.54303 -1.46798 3.14152
H 2.01503 -1.17647 3.85487
H 2.27952 -2.40686 2.98522
O 2.57367 -0.02001 -4.51183
H 2.89823 0.87521 -4.65878
H 1.56227 0.11756 -4.42946
```